(1)
The following is a DFT calculation (ωB97M-V with the def2-TZVPD basis set) of a structure of composition C2AlF3NO4S2 in a non-equilibrium geometry.

The geometry in XYZ format:
```
13
Properties=species:S:1:pos:R:3:forces:R:3:nbo_charge:R:1
Al -0.89956 -0.04060 1.25780 -2.123 2.090 0.712 2.12
N -1.28134 1.71368 0.44094 1.308 -1.577 1.598 -1.04
S -2.76238 1.84902 1.32456 -1.317 1.317 -0.015 0.83
O -2.46612 0.54880 2.25509 3.046 -1.673 -1.726 -1.00
S 1.39968 -0.25625 0.30223 1.862 1.040 -3.510 1.46
O 0.65871 -0.95804 1.45108 -2.646 0.661 0.758 -1.01
O 0.33101 0.42526 -0.62991 1.346 -2.307 1.984 -0.95
C 1.66947 -1.74790 -0.81051 0.825 -0.750 -0.620 0.80
F 2.79251 -2.33738 -0.42874 -0.103 0.115 0.208 -0.28
F 0.66758 -2.59790 -0.71934 -0.374 0.148 0.339 -0.28
F 1.78370 -1.35014 -2.06134 -0.012 0.338 0.252 -0.27
O -1.05378 2.64353 -1.70715 2.270 -1.642 2.807 -0.34
C -0.83947 2.10792 -0.67471 -4.082 2.239 -2.786 0.98
```
Positions in Å, forces in eV/Å.

## Properties
* energy: -48165.44725 eV
* charge: +1
* E_HOMO: -12.947 eV
* lowest unoccupied orbital energy: -6.189 eV
* orbital gap: 6.757 eV

=====

(2)
The following is a DFT calculation (ωB97M-V with the def2-TZVPD basis set) of a structure of composition C2Br2Cl2O in a non-equilibrium geometry.

The geometry in XYZ format:
```
7
Properties=species:S:1:pos:R:3:forces:R:3:nbo_charge:R:1
C -1.27003 0.11971 1.26085 0.767 -0.179 0.055 0.43
C 1.32521 -0.73500 -1.66249 -0.576 -1.545 -0.497 -0.33
O -2.41485 0.19302 1.44875 -1.130 0.559 0.173 -0.46
Cl -0.12286 1.42432 1.32158 -0.182 0.415 0.078 0.00
Cl -0.48208 -1.35986 0.91594 0.272 -0.785 -0.157 0.04
Br 2.50156 -0.06087 -0.45993 0.693 0.895 0.226 0.18
Br 0.46306 0.41869 -2.82471 0.156 0.639 0.121 0.14
```
Positions in Å, forces in eV/Å.

## Properties
* energy: -169247.90287 eV
* charge: 0
* E_HOMO: -9.010 eV
* energy above the lowest of the compared OMol25 structures with the same formula, charge and spin: 277.95 kJ/mol
* lowest unoccupied orbital energy: -1.241 eV
* orbital gap: 7.769 eV

=====

(3)
The following is a DFT calculation (ωB97M-V with the def2-TZVPD basis set) of a structure of composition C2Br2Cl2S in a non-equilibrium geometry.

The geometry in XYZ format:
```
7
Properties=species:S:1:pos:R:3:forces:R:3:nbo_charge:R:1
C 1.27873 -0.17151 -0.24806 -2.811 -0.027 1.891 -0.24
C 0.02135 0.15957 0.21926 -0.428 -1.125 0.055 -0.18
S -1.88451 -0.82458 1.07977 4.143 0.190 0.073 0.11
Cl 1.94880 -1.74333 -0.12494 -0.222 -0.036 -0.182 0.08
Cl 2.35257 1.07489 -0.66422 0.510 0.079 -0.397 0.09
Br -3.17596 -0.41714 -0.48099 -1.113 0.364 -1.332 0.01
Br -0.54099 1.92209 0.21918 -0.079 0.554 -0.107 0.13
```
Positions in Å, forces in eV/Å.

## Properties
* energy: -178036.08451 eV
* charge: 0
* E_HOMO: -9.278 eV
* energy above the lowest of the compared OMol25 structures with the same formula, charge and spin: 166.28 kJ/mol
* lowest unoccupied orbital energy: -1.348 eV
* orbital gap: 7.930 eV

=====

(4)
The following is a DFT calculation (ωB97M-V with the def2-TZVPD basis set) of a cluster of 3 separate species, C2Br2F2N2 in total in a non-equilibrium geometry.

The geometry in XYZ format:
```
8
Properties=species:S:1:pos:R:3:forces:R:3:nbo_charge:R:1
C 0.79674 -0.72108 1.74456 0.922 -0.101 0.651 0.65
C 1.65603 0.83298 -1.92490 0.638 -1.009 -1.848 0.65
N 0.19433 -1.18289 0.91351 -2.097 -0.935 -2.269 -0.42
N 1.48575 1.15097 -0.86513 -0.788 1.499 3.620 -0.42
F 1.60701 -0.42086 2.62635 1.115 0.994 1.584 -0.23
F 1.95439 0.34952 -3.02560 0.183 -0.443 -1.741 -0.23
Br -4.06044 -1.10599 0.23167 -0.106 -0.602 -0.018 0.00
Br -3.63381 1.09735 0.29956 0.133 0.597 0.020 0.00
```
Positions in Å, forces in eV/Å.

## Properties
* energy: -150570.33084 eV
* charge: 0
* E_HOMO: -9.995 eV
* energy above the lowest of the compared OMol25 structures with the same formula, charge and spin: 25.80 kJ/mol
* lowest unoccupied orbital energy: -1.035 eV
* orbital gap: 8.960 eV
* SMILES: BrBr.N#CF.N#CF

=====

(5)
The following is a DFT calculation (ωB97M-V with the def2-TZVPD basis set) of a cluster of 2 separate species, C2Br2F2O in total in a non-equilibrium geometry.

The geometry in XYZ format:
```
7
Properties=species:S:1:pos:R:3:forces:R:3:nbo_charge:R:1
C 0.57649 -0.87242 0.20230 1.629 1.045 -1.441 0.48
C 0.66267 0.38812 -0.21759 -0.946 2.157 -0.811 0.47
O 1.32342 -1.75090 0.31868 -0.416 -2.067 1.254 -0.35
F -0.29994 1.33636 -0.27416 0.995 -1.051 0.164 -0.30
F 1.64744 0.59073 -1.15308 -1.278 -0.080 0.831 -0.30
Br -4.00934 -1.16697 -0.23260 -0.236 -1.774 -0.813 0.00
Br -3.72812 0.80364 0.67027 0.252 1.770 0.817 0.00
```
Positions in Å, forces in eV/Å.

## Properties
* energy: -149637.58068 eV
* charge: 0
* E_HOMO (spin up / spin down): -9.337 / -9.336 eV
* energy above the lowest of the compared OMol25 structures with the same formula, charge and spin: 307.92 kJ/mol
* lowest unoccupied orbital energy (spin up / spin down): -1.479 / -1.482 eV
* orbital gap (spin up / spin down): 7.857 / 7.855 eV
* SMILES: O=C=C(F)F.BrBr

=====

(6)
The following is a DFT calculation (ωB97M-V with the def2-TZVPD basis set) of a cluster of 2 separate species, C2Br2N2O in total in a non-equilibrium geometry.

The geometry in XYZ format:
```
7
Properties=species:S:1:pos:R:3:forces:R:3:nbo_charge:R:1
C -0.20188 -0.58086 -0.13442 0.960 0.393 -0.820 0.01
C 2.94306 0.99977 -0.80912 0.331 0.372 0.297 0.50
N -1.28614 -0.52255 0.34844 -1.728 1.106 -0.705 -0.09
N -2.22739 0.11255 0.78111 -0.824 0.528 1.821 -0.27
O 3.55716 1.58314 -0.06284 -0.296 -0.287 -0.331 -0.50
Br 1.10642 -1.75438 -0.02311 1.331 -1.560 0.118 0.20
Br -3.89122 0.16234 -0.10006 0.225 -0.552 -0.380 0.16
```
Positions in Å, forces in eV/Å.

## Properties
* energy: -147181.77135 eV
* charge: 0
* E_HOMO: -8.885 eV
* energy above the lowest of the compared OMol25 structures with the same formula, charge and spin: 0.00 kJ/mol
* lowest unoccupied orbital energy: -0.562 eV
* orbital gap: 8.323 eV

=====

(7)
The following is a DFT calculation (ωB97M-V with the def2-TZVPD basis set) of a structure of composition C2Br2O6S2 in a non-equilibrium geometry.

The geometry in XYZ format:
```
12
Properties=species:S:1:pos:R:3:forces:R:3:nbo_charge:R:1
C 0.05660 -0.26696 -0.61597 -1.482 -1.577 0.012 -0.35
C -0.06747 0.65672 0.29387 0.370 0.953 0.629 -0.44
O 2.63837 -0.68150 -0.58627 -0.373 0.543 -0.635 -0.99
O -1.43298 -0.44659 2.08384 -0.168 0.733 0.208 -1.01
O 1.37504 -0.51790 -2.80362 0.859 1.006 1.157 -1.02
O 1.18483 -2.42042 -1.45225 0.047 -0.329 0.918 -1.03
O -0.95715 1.98892 2.31551 0.284 -0.795 0.515 -1.03
O -2.59405 1.31300 0.79967 -1.242 -0.421 -1.287 -1.02
S 1.48261 -0.99817 -1.41134 -0.254 -1.437 -2.231 2.39
S -1.40522 0.88110 1.47401 -0.101 0.620 1.636 2.40
Br -1.61498 -1.31544 -0.84298 1.020 0.327 -0.520 0.02
Br 1.33440 1.80724 0.74554 1.041 0.376 -0.403 0.08
```
Positions in Å, forces in eV/Å.

## Properties
* energy: -176114.44806 eV
* charge: -2
* E_HOMO: -2.329 eV
* energy above the lowest of the compared OMol25 structures with the same formula, charge and spin: 0.00 kJ/mol
* lowest unoccupied orbital energy: 5.451 eV
* orbital gap: 7.781 eV

=====

(8)
The following is a DFT calculation (ωB97M-V with the def2-TZVPD basis set) of a structure of composition C2BrClFIO in a non-equilibrium geometry.

The geometry in XYZ format:
```
7
Properties=species:S:1:pos:R:3:forces:R:3:nbo_charge:R:1
C 0.23072 -0.93729 -0.36607 1.162 3.881 0.944 0.50
C -0.12357 0.54941 0.35952 -0.504 -1.920 -1.974 0.05
O -0.56230 -1.74259 -0.54833 -1.824 -2.303 0.007 -0.46
F 0.92057 1.33633 0.28307 0.995 0.655 0.120 -0.33
Cl 1.83037 -0.94843 -1.09749 0.076 -0.012 0.243 -0.02
Br -1.45466 1.22617 -0.96240 0.213 -0.014 0.570 0.04
I -0.84112 0.51640 2.33170 -0.118 -0.287 0.089 0.23
```
Positions in Å, forces in eV/Å.

## Properties
* energy: -97503.49732 eV
* charge: 0
* E_HOMO: -10.324 eV
* energy above the lowest of the compared OMol25 structures with the same formula, charge and spin: 37.79 kJ/mol
* lowest unoccupied orbital energy: -0.525 eV
* orbital gap: 9.799 eV

=====

(9)
The following is a DFT calculation (ωB97M-V with the def2-TZVPD basis set) of a cluster of 2 separate species, C2Cl2 in total in a non-equilibrium geometry.

The geometry in XYZ format:
```
4
Properties=species:S:1:pos:R:3:forces:R:3:nbo_charge:R:1
C 1.30083 -0.33993 -0.62335 -1.729 -1.035 -0.525 -0.15
C -1.57132 -0.84716 0.42571 1.791 -1.864 0.528 -0.08
Cl 2.14057 0.61348 0.35558 0.546 0.722 0.907 0.08
Cl -1.87009 0.57361 -0.15794 -0.608 2.177 -0.910 0.14
```
Positions in Å, forces in eV/Å.

## Properties
* energy: -27108.27748 eV
* charge: 0
* E_HOMO (spin up / spin down): -6.610 / -6.632 eV
* energy above the lowest of the compared OMol25 structures with the same formula, charge and spin: 157.50 kJ/mol
* lowest unoccupied orbital energy (spin up / spin down): -1.632 / -1.637 eV
* orbital gap (spin up / spin down): 4.978 / 4.995 eV

=====

(10)
The following is a DFT calculation (ωB97M-V with the def2-TZVPD basis set) of a structure of composition C2Cl2F4N2 in a non-equilibrium geometry.

The geometry in XYZ format:
```
10
Properties=species:S:1:pos:R:3:forces:R:3:nbo_charge:R:1
C 0.30154 0.35463 0.17699 -4.415 -1.513 -0.480 0.26
C -1.49347 -0.38893 -0.35339 3.608 -0.476 1.201 1.03
N 0.18797 1.59844 0.11610 -1.619 0.971 -0.980 -0.07
N 1.34570 -0.38242 0.55344 2.669 -1.072 0.056 -0.45
F -1.70032 -1.67601 0.09506 0.367 2.014 -0.604 -0.33
F -1.52392 -0.39440 -1.68017 -0.233 0.164 0.835 -0.30
F -2.34310 0.42317 0.19499 -0.339 -0.063 -0.334 -0.28
F 1.30572 2.37694 0.30876 0.354 -0.343 0.516 -0.23
Cl 2.74227 0.18422 -0.47898 -0.755 -1.725 0.982 0.16
Cl 1.17760 -2.09565 1.06721 0.363 2.042 -1.192 0.21
```
Positions in Å, forces in eV/Å.

## Properties
* energy: -40962.33514 eV
* charge: 0
* E_HOMO: -10.178 eV
* energy above the lowest of the compared OMol25 structures with the same formula, charge and spin: 172.51 kJ/mol
* lowest unoccupied orbital energy: -1.711 eV
* orbital gap: 8.467 eV

=====

> charge of number 6 (C2Br2N2O)?

0

=====

> charge of number 2 (C2Br2Cl2O)?

0